55
Properties=species:S:1:pos:R:3 method="wB97M-V/def2-TZVPD" smiles="O=C1CC[C@H](CCCS(=O)(=O)O)O1.CCOCC.CCOCC"
O 5.23429 -3.58189 1.24678
C 5.32735 -3.57915 0.03198
C 5.33512 -2.41470 -0.93810
C 5.33045 -3.04604 -2.32975
C 5.12937 -4.55738 -2.05220
C 3.75187 -5.05136 -2.40788
C 2.74420 -4.54400 -1.37553
C 1.31332 -4.52458 -1.90265
S 0.74476 -2.84583 -1.71376
O 1.39991 -2.09849 -2.73731
O 0.94976 -2.39158 -0.37255
O -0.81196 -2.90052 -1.95770
O 5.44871 -4.72556 -0.69585
H 6.13945 -1.72897 -0.72743
H 4.41518 -1.84750 -0.83619
H 6.29714 -2.83628 -2.76276
H 4.56066 -2.63066 -2.96147
H 5.88374 -5.05754 -2.64327
H 3.48429 -4.66974 -3.37854
H 3.75397 -6.13394 -2.38596
H 2.81955 -5.07628 -0.44415
H 3.02930 -3.52944 -1.14382
H 1.27011 -4.77029 -2.94949
H 0.63484 -5.16886 -1.36062
H -1.21039 -2.34761 -1.27574
C 1.62955 0.30428 2.12459
C 0.24272 0.03660 1.56786
O -0.81035 0.31575 2.47886
C -0.89846 1.64883 2.94050
C -1.10815 2.67506 1.83966
H 1.79432 -0.27821 3.03144
H 2.38515 0.02740 1.38948
H 1.77724 1.35644 2.37503
H 0.15483 -1.01728 1.33015
H 0.09101 0.58447 0.62975
H -0.01819 1.90436 3.54145
H -1.75280 1.66672 3.61767
H -0.27330 2.70145 1.13872
H -1.21383 3.67167 2.26984
H -2.01046 2.44421 1.27071
C -5.09228 4.56125 2.33730
C -5.73791 5.71700 1.59226
O -5.06043 6.08849 0.40725
C -4.94395 5.08700 -0.58519
C -6.27468 4.55998 -1.09503
H -4.05719 4.79971 2.58483
H -5.63530 4.35723 3.26030
H -5.08752 3.64481 1.74556
H -5.72643 6.60552 2.22320
H -6.79071 5.49830 1.38005
H -4.31494 4.26409 -0.22600
H -4.40281 5.55610 -1.40646
H -6.85125 4.07102 -0.30899
H -6.10894 3.83046 -1.88817
H -6.87991 5.37548 -1.49268

=====

60
Properties=species:S:1:pos:R:3 method="wB97M-V/def2-TZVPD" smiles="CNC(C)=O.CNC(C)=O.CNC(C)=O.ClCCCl.ClCCCl.ClCCCl"
C 4.40543 -1.24455 -2.08806
C 4.35656 -1.42674 -0.58712
O 5.35093 -1.29573 0.10261
N 3.15042 -1.77778 -0.06981
C 2.92979 -2.02018 1.33828
H 4.67207 -2.18755 -2.56676
H 5.14346 -0.48071 -2.30853
H 3.43353 -0.96601 -2.50499
H 2.43516 -1.95447 -0.75347
H 3.84854 -2.40434 1.77731
H 2.14622 -2.76738 1.45339
H 2.64208 -1.11419 1.87431
C -1.11811 -4.47653 4.07495
C -0.77732 -3.13404 3.45744
O -0.31426 -2.22284 4.12250
N -0.96903 -3.04371 2.10651
C -0.75358 -1.81185 1.37302
H -1.94078 -4.96762 3.55244
H -1.43231 -4.29696 5.09849
H -0.22473 -5.09602 4.06045
H -1.54073 -3.75649 1.68919
H -1.70711 -1.29945 1.22113
H -0.22968 -2.00941 0.43972
H -0.12681 -1.14056 1.95482
C -4.30526 -0.50105 -0.33140
C -3.54518 0.67772 0.25217
O -2.60738 1.20009 -0.33332
N -3.97471 1.14617 1.44581
C -3.19089 2.13488 2.17653
H -5.18500 -0.76745 0.25310
H -3.63112 -1.35874 -0.32227
H -4.59271 -0.26487 -1.35070
H -4.66719 0.62915 1.95812
H -3.73996 2.47321 3.04600
H -2.97193 2.97725 1.51850
H -2.20651 1.73959 2.44212
Cl -0.09330 3.63267 -3.23399
C -1.06936 3.87549 -1.74632
C -2.54253 3.95316 -2.03854
Cl -2.99541 5.43177 -2.90796
H -0.70379 4.78716 -1.28160
H -0.85757 3.02102 -1.10681
H -3.08451 3.93853 -1.09226
H -2.88547 3.08082 -2.59037
Cl 0.86042 0.31803 -1.67778
C -0.61712 0.27438 -2.67186
C -1.19639 -1.09987 -2.69377
Cl -2.70959 -1.06322 -3.61896
H -0.32944 0.56762 -3.68003
H -1.31562 1.00765 -2.29326
H -1.42782 -1.45415 -1.68893
H -0.51119 -1.81922 -3.13817
Cl 4.24493 3.76028 -1.73979
C 3.53302 2.44028 -0.75468
C 4.51825 1.90472 0.23890
Cl 4.98205 3.14011 1.42555
H 3.30090 1.69725 -1.51303
H 2.62560 2.78792 -0.27013
H 5.42151 1.57117 -0.26506
H 4.09051 1.05559 0.76637

=====

DFT total energy values, unit a.u., following the record order: -1515.5667 -3742.5551.
Energy relative to the best compared isomer or geometry (same formula, charge and spin) values, unit kcal per mole, following the record order: 0.00 0.00.
HOMO-LUMO gap values, unit eV, following the record order: 9.83 9.88.